# C35H59N9OPRuSSi2

A molecular structure, C35H59N9OPRuSSi2 (wB97M-V/def2-TZVPD, the Open Molecules 2025 dataset).

Properties
* HOMO-LUMO gap (spin up / spin down): 5.81 / 5.79 eV
* charge: -1
* E_HOMO (spin up / spin down): -3.25 / -3.23 eV
* multiplicity: 1

The geometry in XYZ format:
```
109
Properties=species:S:1:pos:R:3:forces:R:3
Ru -2.10367 0.63409 1.44485 0.15 -0.52 -0.13
N -2.66826 1.42087 -3.20719 -0.13 0.08 0.01
C -2.63215 1.15034 -1.83479 0.09 -0.07 -0.01
S -1.95776 -0.41388 -1.46299 0.04 0.07 -0.21
N -2.97922 2.12491 -1.07631 -0.06 -0.10 0.03
N -2.97349 1.99573 0.31824 -0.17 0.32 -0.23
C -3.68032 3.00639 0.77622 0.15 -0.02 -0.05
C -3.94558 3.38777 2.14056 -0.14 -0.01 0.12
C -4.81835 4.47850 2.33393 0.05 -0.09 -0.06
C -5.14175 4.95180 3.58428 -0.02 0.01 0.09
C -4.60784 4.34030 4.71825 0.03 -0.03 -0.06
C -3.74599 3.26941 4.57182 -0.03 0.12 -0.03
C -3.42071 2.81808 3.30116 0.14 -0.13 0.12
O -2.55345 1.74796 3.16622 0.05 0.37 -0.40
H -2.90973 0.62259 -3.77667 0.08 -0.03 0.00
H -3.25360 2.22392 -3.39738 -0.01 -0.04 -0.02
H -4.12707 3.64509 0.02201 0.07 0.01 0.03
H -5.23246 4.95562 1.45358 0.00 -0.01 -0.01
H -5.81387 5.79456 3.68162 0.00 0.01 0.02
H -4.86126 4.69609 5.70748 -0.02 0.01 0.03
H -3.30601 2.77497 5.42453 0.00 -0.01 0.02
C -2.05166 -3.19126 0.97009 -0.02 0.08 0.05
Si -0.89439 -2.37619 2.22042 -0.02 0.20 -0.10
C 0.81419 -2.02932 1.51183 0.01 -0.11 0.03
C -0.50002 -3.83815 3.37993 -0.01 0.11 0.01
N -1.52248 -0.90068 2.92326 0.15 -0.13 0.17
C -1.59729 -0.70063 4.27218 -0.01 -0.06 -0.07
C -1.79282 -1.74754 5.21846 -0.06 0.00 -0.05
C -1.78537 -1.56155 6.58266 0.00 0.01 0.07
C -1.63399 -0.29538 7.14279 0.00 -0.05 0.03
C -1.55026 0.76759 6.26505 -0.01 0.06 0.01
C -1.53198 0.58727 4.88726 0.04 0.03 -0.13
N -1.45098 1.76229 4.09535 0.01 -0.06 0.37
Si 0.06516 2.51237 3.56676 -0.15 -0.12 -0.16
C -0.39915 3.96992 2.49776 -0.01 -0.04 0.01
C 0.85666 3.07320 5.16820 -0.04 0.04 -0.06
C 1.26338 1.37855 2.70366 -0.13 -0.11 -0.12
H -2.33974 -4.19026 1.30682 -0.02 -0.05 0.00
H -1.56757 -3.27651 -0.00391 0.04 -0.01 -0.04
H -2.95273 -2.59224 0.83061 0.02 0.01 0.02
H 1.35857 -2.95910 1.32887 0.00 -0.09 -0.02
H 1.39421 -1.44904 2.22992 0.04 0.02 0.06
H 0.75300 -1.47147 0.58443 -0.01 0.11 -0.15
H 0.02914 -4.56165 2.75285 0.02 -0.03 -0.03
H -1.38851 -4.33587 3.76775 -0.05 -0.07 0.02
H 0.14630 -3.58843 4.22118 0.05 0.04 0.05
H -1.96968 -2.74020 4.84657 -0.02 -0.06 -0.04
H -1.92167 -2.42496 7.22548 0.00 0.00 0.00
H -1.62820 -0.14268 8.21348 0.00 0.00 0.01
H -1.48608 1.78619 6.63200 0.00 0.02 0.01
H -1.15500 4.59881 2.96959 -0.02 0.03 0.04
H -0.78812 3.63392 1.53491 -0.02 -0.04 -0.03
H 0.48660 4.58060 2.31208 0.06 0.04 -0.02
H 0.21908 3.77334 5.70739 -0.05 0.05 0.03
H 1.80452 3.56891 4.95273 0.08 0.03 0.00
H 1.05997 2.22601 5.82218 0.01 -0.07 0.03
H 0.79933 0.91699 1.82455 0.05 0.11 0.11
H 1.56269 0.57208 3.37516 0.02 -0.03 0.04
H 2.16155 1.91748 2.39349 0.06 0.05 0.00
N -1.50955 -0.43788 0.09980 -0.27 0.19 0.54
P 1.32693 -1.31732 -2.47296 -0.02 -0.06 -0.06
N 0.93020 -1.40030 -4.17357 0.05 0.08 0.05
C 0.64079 -2.74658 -4.64797 0.02 -0.02 -0.04
C 0.37132 -2.70501 -6.14525 0.00 0.00 0.02
C -0.94266 -1.95837 -6.41931 0.00 0.02 -0.02
C -1.22969 -0.94686 -5.30224 -0.02 0.04 -0.01
C 0.05945 -0.36437 -4.73425 -0.01 0.00 -0.04
N 1.80319 0.29536 -2.39918 -0.06 -0.07 -0.01
C 2.67477 0.97140 -3.35225 0.08 0.02 0.01
C 2.26656 2.43226 -3.49344 0.03 -0.01 -0.02
C 2.45768 3.17058 -2.16230 0.00 -0.01 0.00
C 2.13013 2.25015 -0.97229 -0.04 0.00 0.01
C 1.16546 1.15594 -1.40013 -0.05 0.00 0.09
N 2.73709 -2.26004 -2.54151 -0.05 -0.03 -0.02
C 2.82171 -3.42354 -1.67065 0.01 -0.01 0.08
C 4.26443 -3.63004 -1.23087 -0.03 -0.02 -0.01
C 5.14930 -3.95940 -2.44836 0.00 0.00 0.00
C 4.50876 -3.45429 -3.74733 0.03 0.02 -0.02
C 3.80169 -2.12292 -3.52623 0.06 0.05 -0.01
H -0.22990 -3.19014 -4.13653 0.01 -0.06 0.03
H 1.49370 -3.38827 -4.41868 0.02 0.01 -0.04
H 0.34107 -3.71375 -6.56133 0.00 -0.02 0.00
H 1.20632 -2.18184 -6.61921 0.02 -0.03 -0.01
H -1.76928 -2.66939 -6.48909 -0.01 0.00 -0.01
H -0.88588 -1.44539 -7.38289 0.00 -0.01 -0.01
H -1.77770 -1.43168 -4.49076 -0.02 0.00 0.04
H -1.85679 -0.13539 -5.67976 -0.02 0.00 0.01
H -0.17800 0.37273 -3.96584 -0.01 0.01 0.00
H 0.58399 0.17523 -5.53884 0.00 0.01 0.01
H 2.62849 0.45580 -4.31307 -0.03 0.01 0.00
H 3.72259 0.92858 -3.01650 0.00 0.00 -0.03
H 1.21705 2.47136 -3.79418 -0.02 0.00 -0.03
H 2.84587 2.90722 -4.28872 0.00 0.01 0.00
H 1.81532 4.05322 -2.14001 0.00 0.02 -0.01
H 3.48818 3.52693 -2.08418 0.01 0.02 0.01
H 1.69038 2.81979 -0.15236 0.01 0.01 0.03
H 3.03928 1.77987 -0.58957 0.02 -0.01 0.02
H 0.25053 1.61976 -1.79653 -0.01 0.01 0.02
H 0.84954 0.54656 -0.55185 0.01 0.01 -0.03
H 2.46541 -4.33697 -2.17502 -0.01 -0.01 0.02
H 2.16362 -3.26165 -0.81750 0.03 0.01 0.01
H 4.32435 -4.42079 -0.48061 0.00 0.00 0.00
H 4.60167 -2.70698 -0.75507 0.00 0.01 0.03
H 5.31040 -5.03793 -2.51833 0.01 0.00 0.00
H 6.13453 -3.50284 -2.32537 0.01 -0.01 0.01
H 3.78210 -4.18369 -4.11426 -0.01 0.00 -0.01
H 5.26388 -3.34173 -4.52898 -0.01 -0.01 0.00
H 3.37349 -1.75333 -4.46199 0.01 -0.01 0.00
H 4.54410 -1.38154 -3.19589 0.00 0.01 -0.02
```
Positions in Å, forces in eV/Å.

# C2H10O4

4 unconnected molecules or ions with the total composition C2H10O4 in a non-equilibrium geometry (wB97M-V/def2-TZVPD, the Open Molecules 2025 dataset).

Properties
* HOMO-LUMO gap: 10.96 eV
* energy relative to the best compared isomer or geometry (same formula, charge and spin): 22.9 kcal per mole
* charge: 0
* SMILES string: CC=O.O.O.O
* E_HOMO: -10.40 eV
* multiplicity: 1

The geometry in XYZ format:
```
16
Properties=species:S:1:pos:R:3:forces:R:3
O -0.13777 -1.81286 1.39151 -1.37 -1.49 -2.65
C -0.42820 -2.12974 0.21498 1.28 2.12 1.90
C 0.21551 -1.38332 -0.91574 4.26 -2.46 3.45
H -1.09132 -2.95602 -0.10597 0.07 -0.06 0.71
H 0.96049 -2.24890 -1.26704 -0.96 1.99 0.54
H -0.33186 -1.21097 -1.71009 -3.17 0.74 -3.95
H 0.74444 -0.45466 -0.60608 -0.06 -0.93 -0.08
H -0.58056 0.06742 1.42871 -0.22 0.24 0.33
H -1.68142 0.81441 2.21951 -0.12 -0.14 0.23
O -1.12013 0.88122 1.44940 0.39 -0.09 -0.62
H -1.44960 2.37001 -1.78553 2.54 -1.02 0.54
H -1.09766 1.23524 -0.82042 1.60 1.44 -1.18
O -0.60597 1.85683 -1.48099 -4.14 -0.33 0.83
H 1.27334 1.97385 -0.61179 0.26 -0.31 -0.30
H 2.39677 1.87735 0.37233 0.36 0.03 0.45
O 2.13056 1.52614 -0.47356 -0.71 0.27 -0.19
```
Positions in Å, forces in eV/Å.

# C4H8N2O5

A molecular structure, C4H8N2O5 in a non-equilibrium geometry (wB97M-V/def2-TZVPD, the Open Molecules 2025 dataset).

Properties
* HOMO-LUMO gap: 10.58 eV
* energy relative to the best compared isomer or geometry (same formula, charge and spin): 100.7 kcal per mole
* charge: 0
* E_HOMO: -9.97 eV
* multiplicity: 1

The geometry in XYZ format:
```
19
Properties=species:S:1:pos:R:3:forces:R:3
C 1.66620 -0.62739 0.29408 -0.38 1.83 0.14
C 2.78502 -1.61693 0.37888 -2.44 0.95 -0.52
C -2.82640 -0.09339 0.25603 -1.57 2.89 1.11
C 0.90983 1.17560 -1.11130 1.42 0.71 -0.35
N -1.47933 -0.01647 -0.31663 -1.56 0.21 1.01
N -0.73004 0.87613 -0.04058 2.05 1.47 -0.48
O -0.97205 1.93203 0.82194 -3.94 -2.50 -0.17
O 1.05845 -0.13780 1.20844 0.53 -0.95 0.49
O -3.62148 -0.79185 -0.65660 -0.48 0.86 0.69
O 1.45387 2.11967 -0.60004 0.05 0.54 0.71
O 1.47193 -0.10799 -0.97736 0.05 -1.20 0.02
H 3.53502 -1.21066 0.92967 2.46 1.85 1.16
H 3.05931 -1.87620 -0.56785 1.13 -0.67 -2.49
H 2.62040 -2.46635 0.93251 -1.35 -2.09 1.18
H -3.27576 1.08703 0.36065 1.14 -3.41 -0.15
H -2.83938 -0.60142 1.27682 0.36 0.79 -1.16
H 0.41889 1.32350 -2.07692 -0.44 -0.85 0.04
H -3.03612 -1.40156 -1.07430 0.55 -0.94 -0.70
H -0.19833 2.43408 0.96255 2.43 0.51 -0.53
```
Positions in Å, forces in eV/Å.

# C4H12

2 unconnected molecules or ions with the total composition C4H12 in a non-equilibrium geometry (wB97M-V/def2-TZVPD, the Open Molecules 2025 dataset).

Properties
* HOMO-LUMO gap: 12.28 eV
* energy relative to the best compared isomer or geometry (same formula, charge and spin): 25.0 kcal per mole
* charge: 0
* SMILES string: CC.CC
* E_HOMO: -11.18 eV
* multiplicity: 1

The geometry in XYZ format:
```
16
Properties=species:S:1:pos:R:3:forces:R:3
C -1.89006 -0.19150 0.52071 -1.45 -1.76 -3.93
C -1.68048 -1.53216 1.20523 -0.23 -0.54 1.64
H -3.03024 -0.25755 0.17132 2.44 1.11 0.82
H -1.61653 0.61314 1.15254 -0.22 0.90 0.48
H -1.25258 -0.10005 -0.44529 -1.36 -0.12 1.61
H -1.75413 -1.23075 2.29755 0.38 -1.26 -0.96
H -0.77573 -2.11508 0.96886 0.17 0.81 0.35
H -2.45566 -2.30116 1.00563 0.03 0.80 0.09
C 1.11113 1.08416 -1.05266 -1.08 3.52 -0.37
C 2.49161 0.65846 -0.67900 0.86 -0.40 -1.36
H 0.44390 0.24780 -1.18851 -0.11 -0.07 -0.26
H 0.71554 1.72914 -0.18140 0.26 -1.08 -1.23
H 1.03325 1.84412 -1.96895 0.31 -1.90 1.69
H 3.15565 1.52032 -0.49889 -0.16 -0.64 0.14
H 2.94198 -0.04288 -1.40591 0.00 0.78 -0.29
H 2.40130 -0.02090 0.12744 0.15 -0.15 1.58
```
Positions in Å, forces in eV/Å.

# C12H6F5FeN5O3S2

A molecular structure, C12H6F5FeN5O3S2 (wB97M-V/def2-TZVPD, the Open Molecules 2025 dataset).

Properties
* HOMO-LUMO gap (spin up / spin down): 8.31 / 8.42 eV
* charge: 0
* E_HOMO (spin up / spin down): -8.21 / -8.33 eV
* multiplicity: 5

The geometry in XYZ format:
```
34
Properties=species:S:1:pos:R:3:forces:R:3
Fe -0.46962 -0.57090 0.48803 0.08 -0.62 0.01
N -1.13640 0.87215 -2.74572 0.02 -0.05 0.08
C -0.49941 -0.31740 -2.73772 -0.05 -0.08 0.07
N -0.21290 -0.99723 -1.65421 -0.10 0.27 -0.06
C 0.47475 -2.16045 -1.96425 0.03 0.06 0.18
C 0.70379 -2.36623 -3.27399 0.03 -0.09 -0.17
S 0.04448 -1.06657 -4.19712 0.01 0.02 -0.10
C 0.89032 -2.98817 -0.83206 -0.08 0.17 -0.01
C 1.53819 -4.16715 -0.85267 0.10 -0.14 -0.03
S 1.82178 -4.70394 0.76267 0.02 -0.07 0.04
C 1.02998 -3.28888 1.37043 -0.02 0.04 -0.22
N 0.59780 -2.48449 0.42312 0.05 -0.04 0.26
N 0.91223 -3.05359 2.69011 -0.02 0.10 -0.05
H -1.59679 1.17346 -1.89991 0.02 0.00 0.02
H -1.46277 1.25527 -3.61358 -0.02 0.00 0.00
H 1.21617 -3.18457 -3.75235 -0.02 0.04 0.04
H 1.87014 -4.74650 -1.69791 -0.01 0.04 0.02
H 1.13267 -3.78873 3.33677 0.00 -0.02 0.00
H 0.19997 -2.39116 2.96998 -0.06 0.02 0.00
F -0.70288 6.22150 1.05454 0.00 -0.01 -0.01
C -0.38804 4.92135 1.03921 -0.07 0.10 -0.01
C -1.27667 3.98752 0.54657 0.00 0.04 0.00
F -2.46639 4.37087 0.07303 0.01 -0.03 0.00
C -0.92070 2.65561 0.54507 -0.15 -0.16 -0.05
F -1.81641 1.74679 0.06717 0.03 0.02 -0.03
C 0.29964 2.16879 1.01452 0.21 -0.28 0.05
O 0.62936 0.89425 1.00168 -0.16 0.51 -0.12
C 1.16914 3.14729 1.50641 0.13 0.08 0.05
F 2.36548 2.78182 1.97938 -0.02 0.00 -0.01
C 0.83429 4.48796 1.51862 0.15 0.03 0.07
F 1.70261 5.38393 1.99663 -0.02 -0.03 -0.01
O -1.38546 -1.37509 2.32963 -0.11 0.14 0.21
N -2.54087 -1.41753 1.84317 0.17 -0.05 -0.09
O -2.55750 -0.99997 0.66475 -0.12 0.01 -0.12
```
Positions in Å, forces in eV/Å.

no.,calculated total energy (Eh)
1,-3350.57379
2,-383.11895
3,-642.78711
4,-159.54516
5,-3519.80960